{
  "formula": "C20H44N4O8",
  "method": "the ωB97M-V functional and the def2-TZVPD basis",
  "total_energy_ev": -43791.335,
  "relative_energy_kcal_mol": 60.36,
  "mol_weight_g_mol": 468.59,
  "elements": ["C", "O", "N", "C", "C", "H", "H", "H", "H", "H", "H", "H", "C", "O", "N", "C", "C", "H", "H", "H", "H", "H", "H", "H", "C", "O", "N", "C", "C", "H", "H", "H", "H", "H", "H", "H", "C", "O", "N", "C", "C", "H", "H", "H", "H", "H", "H", "H", "O", "C", "O", "C", "C", "C", "H", "H", "H", "H", "H", "H", "H", "H", "O", "C", "O", "C", "C", "C", "H", "H", "H", "H", "H", "H", "H", "H"],
  "coordinates": [[9.526, 2.696, -3.511], [10.736, 2.598, -3.297], [8.556, 2.406, -2.626], [7.155, 2.133, -2.951], [8.769, 1.981, -1.187], [9.108, 2.913, -4.506], [7.017, 2.528, -3.957], [6.560, 2.538, -2.133], [6.989, 1.056, -2.945], [8.132, 2.644, -0.601], [8.523, 0.992, -0.801], [9.785, 2.196, -0.857], [4.049, 2.403, 4.033], [4.052, 3.608, 4.183], [3.146, 1.606, 4.684], [3.158, 0.134, 4.645], [2.057, 2.257, 5.505], [4.602, 1.752, 3.338], [2.229, -0.315, 4.294], [3.501, -0.242, 5.609], [3.919, -0.309, 4.002], [1.087, 1.767, 5.422], [2.237, 2.431, 6.566], [1.897, 3.264, 5.119], [-6.018, -6.688, 1.761], [-6.951, -7.339, 1.264], [-4.678, -6.758, 1.397], [-4.330, -7.719, 0.354], [-3.535, -6.217, 2.114], [-6.306, -6.040, 2.603], [-5.082, -7.883, -0.417], [-4.167, -8.636, 0.921], [-3.382, -7.473, -0.123], [-3.792, -5.400, 2.789], [-3.057, -7.048, 2.633], [-2.785, -5.770, 1.462], [0.448, -8.782, -3.997], [-0.223, -8.930, -5.003], [0.759, -7.585, -3.521], [1.376, -7.450, -2.239], [0.216, -6.386, -4.047], [1.017, -9.603, -3.533], [0.901, -6.659, -1.659], [2.416, -7.127, -2.281], [1.269, -8.270, -1.529], [-0.087, -6.328, -5.092], [-0.571, -6.050, -3.373], [0.954, -5.589, -3.951], [-0.647, -1.696, -0.786], [-0.733, -0.428, -0.769], [-1.760, 0.231, -1.299], [-3.044, -0.404, -1.422], [-3.758, -0.487, -0.069], [0.389, 0.462, -0.471], [-2.919, -1.376, -1.899], [-3.669, 0.131, -2.137], [-4.751, -0.927, -0.163], [-4.019, 0.439, 0.443], [-3.211, -1.034, 0.700], [1.115, -0.059, 0.153], [0.125, 1.412, -0.006], [0.972, 0.355, -1.385], [-6.944, 9.878, 0.135], [-5.774, 10.208, 0.449], [-4.637, 9.435, 0.258], [-4.668, 8.142, -0.258], [-3.263, 7.460, -0.031], [-5.356, 11.503, 1.087], [-4.744, 8.271, -1.338], [-5.542, 7.620, 0.130], [-3.075, 6.449, -0.395], [-3.083, 7.592, 1.036], [-2.459, 8.030, -0.497], [-4.423, 11.933, 0.725], [-5.170, 11.290, 2.140], [-6.134, 12.266, 1.107]]
}


{
  "formula": "C20H44NO10P",
  "method": "the ωB97M-V functional and the def2-TZVPD basis",
  "total_energy_ev": -52707.469,
  "mol_weight_g_mol": 489.54,
  "elements": ["C", "C", "O", "P", "O", "C", "C", "C", "C", "C", "O", "C", "O", "C", "O", "C", "O", "C", "C", "O", "N", "C", "C", "O", "C", "C", "H", "H", "H", "H", "H", "H", "H", "H", "H", "H", "H", "H", "H", "H", "H", "H", "H", "H", "H", "H", "H", "H", "H", "H", "H", "H", "H", "H", "H", "H", "H", "H", "C", "C", "O", "H", "H", "H", "H", "H", "H", "C", "C", "O", "H", "H", "H", "H", "H", "H"],
  "coordinates": [[2.974, 0.402, 3.325], [2.002, -0.765, 3.347], [1.641, -1.098, 1.987], [0.638, -2.327, 1.838], [-0.189, -2.600, 3.018], [-0.322, -2.104, 0.332], [-1.384, -1.017, 0.316], [-0.928, 0.436, 0.144], [0.327, 0.561, -0.733], [0.298, 0.036, -2.180], [-0.972, -0.401, -2.638], [-0.576, 1.108, 1.486], [-1.007, 0.362, 2.605], [-1.836, 1.073, 3.496], [-2.091, 1.069, -0.415], [-2.035, 2.382, -0.771], [-2.537, 3.254, -0.067], [-1.449, 2.710, -2.125], [-0.291, 3.696, -2.133], [0.607, 3.526, -2.961], [-0.335, 4.791, -1.241], [0.287, 4.507, 0.050], [0.078, 6.040, -1.879], [1.573, -3.605, 1.508], [2.967, -3.417, 1.243], [3.281, -2.706, -0.074], [2.948, 0.932, 2.384], [3.980, 0.052, 3.529], [2.719, 1.078, 4.131], [1.117, -0.519, 3.917], [2.439, -1.644, 3.807], [0.352, -2.051, -0.517], [-0.824, -3.063, 0.244], [-1.985, -1.199, -0.566], [-2.058, -1.105, 1.155], [0.603, 1.612, -0.761], [1.129, 0.059, -0.207], [1.021, -0.767, -2.281], [0.645, 0.818, -2.851], [-0.876, -1.263, -3.030], [-1.007, 2.106, 1.529], [0.503, 1.224, 1.558], [-1.885, 0.501, 4.415], [-1.421, 2.047, 3.747], [-2.844, 1.183, 3.106], [-1.177, 1.841, -2.702], [-2.246, 3.217, -2.664], [-0.455, 4.506, 0.845], [1.018, 5.262, 0.307], [0.801, 3.550, 0.079], [-0.797, 6.563, -2.251], [0.794, 5.897, -2.682], [0.533, 6.700, -1.153], [3.471, -2.945, 2.076], [3.374, -4.420, 1.181], [3.968, -1.890, 0.127], [2.400, -2.242, -0.497], [3.757, -3.362, -0.788], [-3.424, -4.589, 4.097], [-4.514, -3.938, 3.270], [-4.412, -2.516, 3.309], [-3.476, -4.245, 5.130], [-3.506, -5.678, 4.084], [-2.443, -4.309, 3.705], [-5.502, -4.188, 3.654], [-4.459, -4.281, 2.230], [-3.541, -2.280, 2.976], [0.995, 0.098, -6.676], [2.184, -0.156, -5.770], [2.002, -1.324, -4.969], [0.084, 0.205, -6.085], [1.137, 1.004, -7.266], [0.846, -0.739, -7.362], [2.318, 0.673, -5.076], [3.102, -0.258, -6.359], [1.896, -2.074, -5.559]]
}


{
  "formula": "C20H44NO12P",
  "method": "the ωB97M-V functional and the def2-TZVPD basis",
  "total_energy_ev": -56799.313,
  "mol_weight_g_mol": 521.54,
  "elements": ["C", "C", "C", "C", "N", "C", "C", "O", "C", "O", "O", "C", "P", "O", "O", "O", "H", "H", "H", "H", "H", "H", "H", "H", "H", "H", "H", "H", "H", "H", "H", "H", "C", "O", "C", "C", "O", "C", "C", "O", "C", "H", "H", "H", "H", "H", "H", "H", "H", "H", "H", "H", "H", "H", "H", "C", "O", "C", "C", "O", "C", "C", "O", "C", "H", "H", "H", "H", "H", "H", "H", "H", "H", "H", "H", "H", "H", "H"],
  "coordinates": [[0.969, 0.697, 2.063], [1.024, 2.205, 1.629], [0.003, 2.467, 0.503], [-1.463, 2.121, 0.883], [-2.158, 3.362, 1.330], [-3.415, 3.047, 2.032], [-3.958, 4.493, 2.356], [-3.142, 5.324, 3.105], [-4.250, 4.892, 0.884], [-3.852, 5.770, 0.264], [-5.091, 3.865, 0.491], [-4.446, 2.660, 0.938], [-5.857, 1.510, 1.342], [-7.067, 2.024, 0.728], [-5.541, 0.019, 0.783], [-6.056, 1.374, 2.971], [1.979, 0.281, 2.135], [0.442, 0.623, 3.020], [0.426, 0.151, 1.280], [0.888, 2.877, 2.486], [2.023, 2.369, 1.203], [0.232, 1.883, -0.398], [-0.004, 3.536, 0.240], [-1.546, 1.384, 1.700], [-1.959, 1.754, -0.024], [-1.534, 3.766, 2.031], [-3.334, 2.342, 2.874], [-4.934, 4.350, 2.852], [-2.710, 5.940, 2.492], [-4.034, 2.229, 0.013], [-6.176, -0.557, 1.244], [-5.637, 2.176, 3.325], [-0.838, -0.913, -2.772], [0.262, -0.301, -3.415], [0.981, -1.145, -4.299], [1.177, -0.517, -5.671], [0.009, -0.297, -6.447], [-0.957, 0.639, -5.986], [-0.527, 2.096, -5.933], [0.511, 2.328, -4.993], [1.622, 3.039, -5.504], [-0.527, -1.304, -1.797], [-1.602, -0.149, -2.612], [-1.280, -1.713, -3.371], [0.499, -2.121, -4.411], [1.973, -1.305, -3.860], [1.779, -1.219, -6.256], [1.775, 0.393, -5.607], [-1.383, 0.315, -5.036], [-1.777, 0.578, -6.708], [-1.389, 2.694, -5.617], [-0.239, 2.424, -6.937], [1.773, 2.862, -6.573], [2.513, 2.693, -4.977], [1.502, 4.110, -5.318], [2.091, -3.368, 0.313], [2.029, -3.406, 1.726], [1.402, -4.563, 2.254], [2.243, -5.244, 3.323], [3.475, -5.811, 2.903], [4.501, -4.951, 2.425], [5.107, -3.987, 3.431], [4.176, -3.024, 3.899], [4.106, -2.906, 5.307], [1.233, -2.819, -0.087], [3.002, -2.836, 0.031], [2.133, -4.367, -0.128], [1.154, -5.285, 1.471], [0.465, -4.238, 2.724], [1.655, -6.087, 3.698], [2.394, -4.591, 4.184], [4.178, -4.434, 1.521], [5.305, -5.621, 2.105], [5.915, -3.438, 2.932], [5.546, -4.555, 4.257], [4.345, -3.845, 5.815], [3.082, -2.633, 5.570], [4.777, -2.115, 5.653]]
}


{
  "formula": "C20H44O4PS",
  "method": "the ωB97M-V functional and the def2-TZVPD basis",
  "total_energy_ev": -49758.882,
  "charge": 1,
  "mol_weight_g_mol": 411.61,
  "elements": ["C", "C", "P", "S", "C", "C", "H", "H", "H", "H", "H", "H", "H", "H", "H", "H", "H", "H", "C", "C", "C", "O", "C", "H", "H", "H", "H", "H", "H", "H", "H", "C", "C", "C", "O", "C", "H", "H", "H", "H", "H", "H", "H", "H", "C", "C", "C", "O", "C", "H", "H", "H", "H", "H", "H", "H", "H", "C", "C", "C", "O", "C", "H", "H", "H", "H", "H", "H", "H", "H"],
  "coordinates": [[0.744, 2.429, 0.256], [-0.066, 1.486, -0.636], [-0.209, -0.262, -0.154], [-0.856, -0.344, 1.897], [1.446, -1.008, -0.070], [1.422, -2.396, 0.579], [0.496, 2.316, 1.314], [1.816, 2.286, 0.122], [0.527, 3.463, -0.009], [0.398, 1.413, -1.627], [-1.094, 1.832, -0.759], [-2.137, 0.043, 1.738], [-0.322, 0.597, 2.706], [2.172, -0.353, 0.415], [1.719, -1.105, -1.125], [1.459, -2.333, 1.667], [2.263, -2.991, 0.232], [0.510, -2.937, 0.317], [4.842, -0.309, -2.636], [5.620, -0.774, -1.405], [6.043, 0.554, -0.789], [5.006, 1.488, -1.110], [4.147, 0.937, -2.102], [4.144, -1.050, -3.024], [5.530, -0.040, -3.439], [4.961, -1.317, -0.721], [6.466, -1.417, -1.639], [6.985, 0.907, -1.216], [6.152, 0.511, 0.295], [3.190, 0.685, -1.623], [3.957, 1.687, -2.870], [-1.830, 0.669, -4.202], [-1.749, 1.449, -5.514], [-0.242, 1.535, -5.726], [0.308, 0.346, -5.150], [-0.681, -0.319, -4.372], [-2.787, 0.175, -4.038], [-1.644, 1.337, -3.357], [-2.215, 0.879, -6.319], [-2.222, 2.428, -5.473], [0.180, 2.407, -5.215], [0.045, 1.580, -6.775], [-1.012, -1.222, -4.893], [-0.227, -0.621, -3.422], [-6.124, 1.327, -0.228], [-6.162, 0.044, 0.600], [-4.904, -0.666, 0.122], [-3.960, 0.368, -0.210], [-4.635, 1.637, -0.253], [-6.711, 2.139, 0.195], [-6.487, 1.133, -1.238], [-6.091, 0.276, 1.665], [-7.059, -0.550, 0.441], [-5.098, -1.264, -0.772], [-4.463, -1.318, 0.879], [-4.339, 2.229, 0.620], [-4.321, 2.167, -1.153], [0.629, -1.120, 5.200], [1.143, -0.991, 6.632], [0.211, -1.946, 7.370], [-0.125, -2.975, 6.436], [0.282, -2.605, 5.129], [1.364, -0.824, 4.446], [-0.273, -0.513, 5.072], [2.175, -1.340, 6.691], [1.103, 0.023, 7.026], [-0.706, -1.440, 7.686], [0.671, -2.404, 8.245], [1.157, -3.197, 4.838], [-0.530, -2.828, 4.431]]
}


{
  "formula": "C20H45AsBN2O6",
  "method": "the ωB97M-V functional and the def2-TZVPD basis",
  "total_energy_ev": -98252.729,
  "charge": -1,
  "mol_weight_g_mol": 495.32,
  "elements": ["C", "C", "N", "C", "As", "C", "C", "C", "C", "O", "C", "C", "C", "O", "O", "C", "C", "C", "C", "C", "C", "O", "B", "O", "O", "H", "H", "H", "H", "H", "H", "H", "H", "H", "H", "H", "H", "H", "H", "H", "H", "H", "H", "H", "H", "H", "H", "H", "H", "H", "H", "H", "H", "H", "H", "H", "H", "H", "H", "H", "H", "H", "H", "C", "C", "C", "C", "N", "H", "H", "H", "H", "H", "H", "H"],
  "coordinates": [[2.244, 2.653, -2.228], [2.726, 1.231, -2.319], [3.116, 0.835, -3.466], [2.765, 0.378, -1.091], [1.096, -0.731, -0.654], [0.018, -0.158, -2.258], [-1.384, -0.775, -2.217], [-2.016, -0.756, -3.614], [-3.486, -1.177, -3.680], [-3.852, -1.977, -2.548], [1.915, -2.314, -1.633], [1.019, -3.534, -1.743], [1.766, -4.857, -1.571], [0.376, -3.500, -3.036], [0.251, 0.646, 0.368], [0.849, 1.784, 0.895], [1.805, 1.640, 2.098], [2.665, 2.919, 2.128], [1.083, 1.535, 3.465], [1.982, 0.829, 4.499], [-0.338, 0.931, 3.435], [2.114, -1.325, 0.951], [1.589, -2.297, 1.699], [0.514, -2.135, 2.598], [2.101, -3.611, 1.621], [2.923, 3.240, -1.601], [2.223, 3.092, -3.225], [1.253, 2.716, -1.778], [3.441, -0.131, -3.402], [3.124, 0.909, -0.210], [3.509, -0.397, -1.289], [-0.064, -1.625, -0.143], [-0.110, 0.927, -2.235], [0.504, -0.474, -3.184], [-1.342, -1.815, -1.893], [-2.009, -0.205, -1.522], [-1.900, 0.238, -4.056], [-1.425, -1.448, -4.223], [-3.677, -1.759, -4.589], [-4.128, -0.289, -3.714], [-4.789, -1.832, -2.373], [2.858, -2.558, -1.141], [2.153, -1.989, -2.652], [0.240, -3.511, -0.967], [2.178, -5.185, -2.531], [2.559, -4.759, -0.831], [1.087, -5.634, -1.206], [0.189, -4.411, -3.294], [1.342, 2.432, 0.160], [0.037, 2.422, 1.294], [2.500, 0.814, 1.944], [3.516, 2.830, 1.448], [3.082, 3.085, 3.126], [2.070, 3.794, 1.846], [0.964, 2.565, 3.823], [1.744, -0.236, 4.569], [1.826, 1.239, 5.501], [3.038, 0.919, 4.240], [-1.101, 1.700, 3.575], [-0.537, 0.391, 2.510], [-0.476, 0.222, 4.259], [0.716, -1.463, 3.256], [2.183, -3.980, 2.507], [-2.906, 2.192, 0.807], [-3.905, 1.272, 1.492], [-5.348, 1.787, 1.428], [-5.540, 3.037, 2.165], [-5.693, 4.013, 2.749], [-2.858, 3.167, 1.299], [-1.914, 1.743, 0.842], [-3.169, 2.350, -0.241], [-3.617, 1.123, 2.535], [-3.877, 0.290, 1.016], [-6.036, 1.047, 1.841], [-5.641, 1.953, 0.389]]
}


{
  "formula": "C20H45BeN2O2P2",
  "method": "the ωB97M-V functional and the def2-TZVPD basis",
  "total_energy_ev": -47517.307,
  "charge": 1,
  "mol_weight_g_mol": 416.55,
  "elements": ["Be", "P", "P", "N", "C", "H", "H", "C", "H", "H", "C", "H", "H", "C", "H", "H", "C", "C", "H", "H", "H", "C", "C", "H", "H", "H", "C", "C", "H", "H", "H", "C", "C", "H", "H", "H", "C", "O", "C", "H", "H", "H", "C", "H", "H", "H", "C", "H", "H", "H", "C", "H", "H", "H", "H", "H", "H", "H", "H", "H", "C", "N", "C", "C", "O", "H", "H", "H", "H", "H", "H", "H"],
  "coordinates": [[0.050, 0.723, -0.033], [-2.380, -0.053, -0.343], [1.879, -0.393, -1.438], [-0.994, -0.542, -3.668], [-2.975, -0.265, -2.071], [-3.986, -0.688, -2.013], [-3.070, 0.739, -2.500], [-2.154, -1.179, -2.990], [-1.812, -2.076, -2.475], [-2.853, -1.506, -3.776], [0.241, -1.368, -3.606], [0.425, -1.774, -4.616], [0.068, -2.220, -2.951], [1.530, -0.626, -3.236], [1.556, 0.370, -3.694], [2.375, -1.192, -3.653], [2.892, -1.881, -0.903], [2.977, -2.015, 0.617], [3.503, -2.951, 0.850], [1.989, -2.065, 1.080], [3.545, -1.196, 1.072], [3.037, 1.052, -1.257], [3.744, 1.133, 0.109], [4.220, 2.123, 0.195], [4.544, 0.382, 0.209], [3.037, 1.034, 0.945], [-3.070, 1.549, 0.316], [-3.007, 1.686, 1.849], [-3.226, 2.734, 2.110], [-2.010, 1.451, 2.247], [-3.763, 1.065, 2.354], [-3.221, -1.384, 0.677], [-2.583, -1.561, 2.056], [-3.068, -2.414, 2.552], [-2.730, -0.682, 2.694], [-1.514, -1.779, 1.988], [-0.196, -1.062, -0.402], [-0.207, -2.228, -0.084], [4.059, 1.188, -2.389], [4.812, 0.389, -2.361], [3.587, 1.194, -3.376], [4.589, 2.143, -2.263], [-4.477, 1.879, -0.187], [-4.729, 2.897, 0.141], [-4.545, 1.851, -1.279], [-5.233, 1.203, 0.231], [-4.748, -1.266, 0.824], [-5.118, -2.219, 1.235], [-5.040, -0.484, 1.539], [-5.271, -1.098, -0.128], [4.298, -2.006, -1.516], [5.016, -1.309, -1.060], [4.666, -3.021, -1.297], [4.318, -1.881, -2.607], [2.290, -2.720, -1.292], [-3.018, -2.292, 0.083], [2.335, 1.904, -1.316], [-2.365, 2.284, -0.112], [-1.238, -0.490, -4.643], [0.013, 1.944, -0.458], [1.073, 2.913, 3.192], [1.039, 1.478, 3.546], [1.351, 1.068, 4.909], [0.749, 0.539, 2.674], [0.492, 0.810, 1.444], [1.349, 3.452, 4.106], [0.086, 3.248, 2.841], [1.815, 3.101, 2.403], [0.515, 0.526, 5.368], [2.209, 0.385, 4.938], [1.580, 1.937, 5.529], [0.750, -0.491, 3.069]]
}